No. 1
The following is a quantum chemistry calculation of a gas-phase ion, CH6N3O (charge +1) at a distorted geometry, from the Open Molecules 2025 dataset.

Each line ends with the Löwdin charge.
CARTESIAN COORDINATES (ANGSTROEM)
1 C 1.274 0.364 0.252  0.07
2 N -0.095 -0.021 0.033  -0.21
3 N -1.114 0.604 0.534  0.25
4 N -0.319 -1.024 -0.681  0.13
5 O -1.938 -1.281 -1.160  -0.13
6 H 1.780 0.472 -0.713  0.13
7 H 1.807 -0.406 0.818  0.13
8 H 1.345 1.308 0.791  0.12
9 H -1.015 1.409 1.140  0.17
10 H -2.013 0.192 0.217  0.15
11 H 0.287 -1.617 -1.231  0.19

Forces on the atoms, in the same order (eV/Å):
C 1.8 0.6 0.4
N 0.0 -1.1 -0.7
N -0.7 -0.4 -0.4
N -6.9 -0.5 -1.6
O 5.2 1.2 2.1
H -0.3 0.0 0.1
H -0.3 0.0 0.0
H -0.2 -0.1 0.0
H 0.4 -0.1 -0.1
H 0.2 0.1 0.0
H 1.0 0.3 0.2

structure (SMILES)	CN(N)[NH+]=O
net charge	+1
LUMO (alpha / beta)	-6.365 / -6.365	eV

---

No. 2
The following is a quantum chemistry calculation of a molecular structure, CH6N3OS at a distorted geometry, from the Open Molecules 2025 dataset.

Each line ends with the Löwdin charge.
CARTESIAN COORDINATES (ANGSTROEM)
1 C -1.150 -0.177 -0.073  -0.19
2 N -2.230 0.512 0.041  0.24
3 N 2.718 0.390 0.047  -0.30
4 N 0.110 0.123 0.086  -0.16
5 O -1.479 -1.975 -0.089  0.01
6 S 1.645 -0.759 -0.202  0.98
7 H -2.185 1.490 -0.025  0.13
8 H -3.202 0.325 -0.123  0.16
9 H 3.212 0.535 0.864  0.05
10 H 3.018 0.916 -0.685  0.02
11 H 0.304 1.037 -0.094  0.07
12 H -0.761 -2.416 0.254  -0.02

Forces on the atoms, in the same order (eV/Å):
C 0.7 -7.3 1.3
N -0.6 0.5 -0.5
N -1.6 -1.2 0.4
N -2.2 -2.0 -0.3
O -2.7 7.3 -1.8
S 0.1 -1.4 -0.2
H 0.9 1.8 0.2
H -0.1 -1.8 -0.1
H 0.8 0.0 2.2
H 1.0 1.7 -2.6
H 0.7 3.6 -0.2
H 3.2 -1.2 1.5

net charge	+1
LUMO	-4.461	eV

---

No. 3
The following is a quantum chemistry calculation of a molecular structure, CH6N3PS at a distorted geometry, from the Open Molecules 2025 dataset.

Each line ends with the Löwdin charge.
CARTESIAN COORDINATES (ANGSTROEM)
1 C -0.567 0.118 1.350  -0.47
2 N -1.157 -0.318 0.082  -0.21
3 N 0.852 -0.086 1.297  -0.11
4 N 0.483 1.093 -1.625  -0.14
5 P 0.191 -0.387 -0.981  0.37
6 S 0.604 -2.049 -2.028  0.15
7 H -0.652 1.255 1.367  0.10
8 H -0.976 -0.305 2.275  0.10
9 H -1.620 -1.190 0.186  0.05
10 H 1.095 -1.088 1.494  0.02
11 H 1.313 0.945 -2.230  0.06
12 H 0.434 2.011 -1.186  0.08

Forces on the atoms, in the same order (eV/Å):
C 0.8 2.3 0.1
N 0.0 0.3 -0.8
N 1.0 -1.7 -2.8
N 1.0 -0.8 -1.3
P 0.7 -1.4 3.6
S -0.6 2.6 1.2
H -0.4 -1.3 0.4
H -0.6 -0.1 -0.5
H -0.5 -0.9 -0.4
H -0.5 1.0 -0.1
H -0.8 0.7 0.3
H -0.1 -0.7 0.2

net charge	0
LUMO	0.036	eV

---

No. 4
The following is a quantum chemistry calculation of CH6N4 in the gas phase at a distorted geometry, from the Open Molecules 2025 dataset.

Each line ends with the Löwdin charge.
CARTESIAN COORDINATES (ANGSTROEM)
1 N -2.330 -0.296 0.085  -0.06
2 N -0.975 -0.544 0.032  -0.08
3 C -0.224 0.474 0.101  -0.26
4 N 1.148 0.405 -0.046  -0.15
5 N 1.915 -0.740 -0.047  0.00
6 H -2.613 0.542 -0.434  0.07
7 H -2.823 -1.074 -0.340  0.06
8 H -0.618 1.514 0.128  0.13
9 H 1.615 1.299 0.109  0.12
10 H 2.803 -0.570 -0.524  0.08
11 H 2.102 -1.010 0.937  0.09

Forces on the atoms, in the same order (eV/Å):
N -1.3 0.2 -0.1
N 0.8 0.1 0.1
C 0.0 -0.5 -0.8
N 0.0 2.5 -0.1
N 0.3 -1.0 1.0
H 0.2 -0.2 0.2
H 0.2 0.0 0.1
H 0.3 -0.5 0.1
H -0.2 -0.6 0.2
H -0.5 0.0 0.2
H 0.1 0.0 -0.9

structure (SMILES)	N/N=C/NN
net charge	0
LUMO	0.984	eV

---

Table of ΔE to the lowest compared entry with this formula, charge and spin (kcal/mol), in record order: 140.2; 65.7; 51.0; 39.7